Entry 1:
The following is a DFT calculation (wB97M-V/def2-TZVPD) of a molecular structure, C3H2FOPd in a non-equilibrium geometry.

The lowest unoccupied orbital energy (spin up / spin down) comes out at 0.214 / -2.082 eV. As for the spin multiplicity: 4. The calculation puts the HOMO energy (spin up / spin down) at -5.14 / -10.29 eV. Its gap between HOMO and LUMO (spin up / spin down) is 5.4 / 8.2 eV.

Geometry as XYZ:
```
8
C3H2FOPd wB97M-V/def2-TZVPD
C 0.073 0.006 0.957
O 0.965 -0.368 -0.337
C -0.214 -0.238 -1.063
C -1.027 0.117 0.011
F 0.485 1.115 1.644
H 0.154 -0.862 1.624
H -2.104 0.041 0.142
Pd -0.538 -0.889 -2.561
```

=====

Entry 2:
The following is a DFT calculation (wB97M-V/def2-TZVPD) of 2 unconnected molecules or ions with the total composition C8H19N2O2 in a non-equilibrium geometry.

For the energy above the lowest of the compared OMol25 structures with the same formula, charge and spin, the calculation gives 0.0 kcal per mole. The lowest unoccupied orbital energy comes out at -3.018 eV. The calculation puts the HOMO energy at -13.42 eV. Its total charge is +1. Its gap between HOMO and LUMO is 10.4 eV.

Geometry as XYZ:
```
31
C8H19N2O2 wB97M-V/def2-TZVPD
N 2.734 -1.313 -0.672
C 3.021 -0.512 -1.599
C 3.017 0.954 -1.345
C 1.630 1.487 -1.103
N 1.132 1.129 0.287
C 0.167 -0.019 0.252
C -0.388 0.028 -1.179
C 0.495 0.978 -2.009
O 1.008 0.394 -3.196
H 2.783 -2.273 -1.006
H 3.264 -0.845 -2.599
H 3.522 1.504 -2.120
H 3.594 1.133 -0.443
H 1.588 2.565 -1.148
H 0.680 1.961 0.660
H 1.885 0.872 0.930
H -0.680 0.246 0.862
H 0.613 -0.970 0.452
H -1.387 0.440 -1.188
H -0.433 -0.944 -1.643
H -0.054 1.858 -2.327
H 0.330 -0.209 -3.539
C -3.725 -1.537 3.039
C -2.517 -0.838 2.449
O -2.903 0.162 1.498
H -4.315 -2.005 2.252
H -3.424 -2.303 3.754
H -4.370 -0.822 3.554
H -1.880 -1.549 1.923
H -1.924 -0.368 3.242
H -3.462 0.796 1.962
```

=====

Entry 3:
The following is a DFT calculation (wB97M-V/def2-TZVPD) of a single C9H18O3S molecule in a non-equilibrium geometry.

For the energy above the lowest of the compared OMol25 structures with the same formula, charge and spin, the calculation gives 8.7 kcal per mole. The lowest unoccupied orbital energy comes out at 0.640 eV. The calculation puts the HOMO energy at -10.20 eV. Its gap between HOMO and LUMO is 10.8 eV.

Geometry as XYZ:
```
31
C9H18O3S wB97M-V/def2-TZVPD
O 0.528 -3.595 2.069
O 1.043 -2.135 0.135
O 1.453 -1.387 2.556
S 1.615 -2.767 1.567
C -3.034 0.635 0.195
C 2.445 2.712 0.878
C 1.744 -0.968 -0.306
C 2.130 -0.258 2.062
C -1.988 1.697 -0.215
C -0.587 1.143 -0.460
C 2.494 1.393 0.123
C 0.080 0.634 0.829
C 1.580 0.227 0.711
H -3.109 -0.182 -0.530
H -3.990 1.083 0.311
H -2.765 0.235 1.164
H 2.508 2.565 1.921
H 1.453 3.180 0.678
H 3.215 3.374 0.508
H 1.372 -0.675 -1.312
H 2.803 -1.210 -0.451
H 2.001 0.498 2.821
H 3.187 -0.493 2.025
H -1.965 2.494 0.514
H -2.323 2.123 -1.162
H -0.691 0.337 -1.234
H 0.002 1.965 -0.943
H 2.228 1.556 -0.932
H 3.518 1.045 0.124
H -0.498 -0.248 1.160
H -0.045 1.425 1.600
```

=====

Entry 4:
The following is a DFT calculation (wB97M-V/def2-TZVPD) of a molecular structure, C26H23N2P2PdSe2.

The lowest unoccupied orbital energy (spin up / spin down) comes out at 2.472 / 2.186 eV. As for the spin multiplicity: 3. The calculation puts the HOMO energy (spin up / spin down) at -3.66 / -4.02 eV. Its total charge is -1. Its gap between HOMO and LUMO (spin up / spin down) is 6.1 / 6.2 eV.

Geometry as XYZ:
```
56
C26H23N2P2PdSe2 wB97M-V/def2-TZVPD
Pd -0.285 -0.432 -1.352
C -3.631 -0.451 1.922
N -2.473 -0.636 1.053
P -0.972 -1.336 1.636
C -1.581 -2.127 3.207
C -1.081 -1.600 4.394
C -1.454 -2.123 5.629
C -2.337 -3.187 5.687
C -2.842 -3.729 4.510
C -2.463 -3.206 3.285
C -0.839 -2.813 0.558
C -1.926 -3.429 -0.058
C -1.734 -4.505 -0.908
C -0.449 -4.977 -1.155
C 0.638 -4.365 -0.550
C 0.442 -3.282 0.296
P -2.165 0.292 -0.335
C -3.800 0.244 -1.149
C -4.716 1.288 -1.103
C -5.955 1.164 -1.722
C -6.281 -0.004 -2.393
C -5.364 -1.048 -2.454
C -4.129 -0.923 -1.841
C -1.991 2.055 0.133
C -2.495 2.631 1.298
C -2.247 3.965 1.593
C -1.485 4.739 0.728
C -0.966 4.172 -0.428
C -1.217 2.841 -0.719
H -4.095 -1.407 2.170
H -4.375 0.152 1.400
H -3.379 0.044 2.865
H -0.386 -0.769 4.345
H -1.049 -1.700 6.540
H -2.629 -3.601 6.644
H -3.528 -4.566 4.549
H -2.850 -3.649 2.376
H -2.921 -3.022 0.081
H -2.582 -4.959 -1.405
H -0.297 -5.799 -1.841
H 1.643 -4.706 -0.765
H 1.294 -2.770 0.733
H -4.457 2.207 -0.590
H -6.661 1.984 -1.684
H -7.242 -0.097 -2.883
H -5.605 -1.953 -2.998
H -3.395 -1.720 -1.914
H -3.081 2.044 1.991
H -2.640 4.394 2.506
H -1.275 5.774 0.967
H -0.326 4.745 -1.085
H -0.764 2.390 -1.596
Se 2.176 0.097 -1.150
C 2.095 1.879 -1.610
N 2.052 2.999 -1.897
Se -1.157 -1.252 -3.468
```

=====

Entry 5:
The following is a DFT calculation (wB97M-V/def2-TZVPD) of a molecular structure, C5H6N2S3 in a non-equilibrium geometry.

For the energy above the lowest of the compared OMol25 structures with the same formula, charge and spin, the calculation gives 0.0 kcal per mole. The lowest unoccupied orbital energy (spin up / spin down) comes out at 0.504 / -2.454 eV. As for the spin multiplicity: 3. The calculation puts the HOMO energy (spin up / spin down) at -6.14 / -9.36 eV. Its gap between HOMO and LUMO (spin up / spin down) is 6.6 / 6.9 eV.

Geometry as XYZ:
```
16
C5H6N2S3 wB97M-V/def2-TZVPD
C 0.437 1.595 0.178
C 2.177 0.456 -0.060
C -2.463 -0.623 -0.179
C -1.225 -0.714 -0.624
C -0.034 -0.865 0.275
N -0.682 2.085 0.372
N 0.832 0.290 0.145
S 2.157 2.215 -0.142
S 2.918 -2.401 0.141
S 3.498 -0.566 -0.121
H -3.303 -0.527 -0.843
H -2.690 -0.648 0.873
H -1.009 -0.678 -1.683
H 0.540 -1.752 0.003
H -0.352 -0.954 1.317
H -0.801 3.085 0.350
```

=====

Entry 6:
The following is a DFT calculation (wB97M-V/def2-TZVPD) of 2 unconnected molecules or ions with the total composition C4H11NO in a non-equilibrium geometry.

For the energy above the lowest of the compared OMol25 structures with the same formula, charge and spin, the calculation gives 90.3 kcal per mole. The lowest unoccupied orbital energy comes out at 0.802 eV. The calculation puts the HOMO energy at -7.88 eV. Its gap between HOMO and LUMO is 8.7 eV.

Geometry as XYZ:
```
17
C4H11NO wB97M-V/def2-TZVPD
C -0.823 2.717 1.707
C -0.961 1.829 0.684
O -0.840 0.458 0.871
H 0.044 3.345 1.917
H -1.423 2.593 2.630
H -0.556 2.202 -0.274
H -0.324 0.149 0.091
C 1.899 -1.445 -0.314
N 0.683 -1.030 -1.021
C -0.292 -1.942 -1.554
H 1.957 -1.020 0.720
H 1.761 -2.523 -0.183
H 2.769 -1.297 -0.926
H 0.875 -0.254 -1.648
H -0.062 -2.257 -2.598
H -1.316 -1.583 -1.522
H -0.343 -2.915 -1.032
```

=====

Entry 7:
The following is a DFT calculation (wB97M-V/def2-TZVPD) of 11 unconnected molecules or ions with the total composition C32H67F36N8OP6 in a non-equilibrium geometry.

The lowest unoccupied orbital energy comes out at 1.415 eV. The calculation puts the HOMO energy at -7.53 eV. Its total charge is -1. Its gap between HOMO and LUMO is 8.9 eV.

Geometry as XYZ:
```
150
C32H67F36N8OP6 wB97M-V/def2-TZVPD
C 0.186 -3.089 -2.220
C 1.522 -3.754 -2.296
C 2.117 -4.222 -0.996
N 3.447 -4.980 -1.169
C 3.136 -6.231 -1.984
C 4.322 -7.312 -1.896
C 4.611 -7.632 -0.447
C 5.148 -6.337 0.231
C 3.920 -5.327 0.245
C 4.509 -4.070 -1.957
H 0.368 -2.081 -1.847
H -0.446 -3.669 -1.548
H -0.215 -3.020 -3.231
H 2.164 -3.010 -2.768
H 1.419 -4.475 -3.107
H 1.347 -4.823 -0.511
H 2.338 -3.414 -0.299
H 2.211 -6.640 -1.577
H 2.922 -5.977 -3.022
H 3.982 -8.167 -2.479
H 5.280 -7.048 -2.346
H 3.793 -8.033 0.152
H 5.409 -8.374 -0.431
H 5.386 -6.582 1.266
H 5.994 -5.786 -0.181
H 3.023 -5.742 0.704
H 4.085 -4.460 0.884
H 5.449 -4.592 -2.133
H 4.822 -3.213 -1.360
H 4.126 -3.705 -2.910
C 0.482 2.765 0.424
N -0.036 1.587 1.201
C 1.105 0.729 1.695
C -0.743 1.993 2.528
C -0.898 0.694 0.277
C -2.157 1.401 -0.216
O -3.040 1.533 0.816
H 1.216 2.480 -0.330
H 0.962 3.345 1.213
H -0.303 3.369 -0.030
H 1.780 0.531 0.862
H 0.739 -0.131 2.256
H 1.673 1.277 2.447
H -1.296 1.132 2.904
H -1.438 2.804 2.313
H -0.092 2.466 3.263
H -1.177 -0.096 0.975
H -0.188 0.261 -0.427
H -2.687 0.759 -0.919
H -1.940 2.314 -0.771
H -3.644 2.168 0.424
C 5.117 2.581 0.630
C 4.486 2.943 1.956
N 5.478 2.836 3.048
C 5.925 3.867 3.894
C 6.639 3.283 4.935
N 6.968 1.917 4.587
C 6.159 1.704 3.404
C 7.813 0.856 5.248
H 6.017 3.137 0.366
H 4.382 2.818 -0.139
H 5.195 1.507 0.461
H 3.601 2.369 2.229
H 4.136 3.960 1.780
H 5.351 4.773 3.766
H 6.928 3.543 5.942
H 6.250 0.739 2.928
H 8.825 0.829 4.844
H 7.501 -0.136 4.921
H 7.889 0.864 6.336
C -4.611 -1.601 4.914
C -6.104 -1.794 4.409
N -6.595 -0.528 3.753
C -6.036 0.292 2.817
C -6.905 1.305 2.433
N -8.042 1.121 3.058
C -7.834 0.020 3.888
C -9.167 1.996 2.996
H -4.675 -0.740 5.579
H -3.857 -1.314 4.182
H -4.306 -2.442 5.538
H -6.761 -2.035 5.245
H -6.139 -2.673 3.767
H -5.085 0.111 2.339
H -6.832 2.090 1.695
H -8.634 -0.376 4.495
H -10.104 1.448 3.098
H -9.202 2.749 2.208
H -9.091 2.535 3.941
C -2.815 2.324 -8.401
C -3.860 2.286 -7.265
N -3.936 0.974 -6.605
C -4.350 -0.126 -7.217
C -4.277 -1.161 -6.303
N -3.918 -0.538 -5.072
C -3.721 0.789 -5.265
C -3.674 -1.290 -3.855
H -3.150 1.853 -9.325
H -1.939 1.747 -8.105
H -2.537 3.331 -8.713
H -4.839 2.552 -7.663
H -3.660 3.118 -6.589
H -4.643 -0.157 -8.255
H -4.191 -2.234 -6.394
H -3.338 1.549 -4.601
H -4.137 -0.717 -3.052
H -2.609 -1.360 -3.631
H -4.109 -2.285 -3.953
P -3.234 -3.020 0.490
F -3.594 -3.630 -0.973
F -1.841 -2.700 -0.135
F -3.405 -1.528 -0.140
F -2.781 -2.299 1.966
F -4.634 -3.385 1.194
F -2.909 -4.524 0.933
P 4.408 -1.793 2.570
F 3.328 -2.329 1.486
F 5.518 -1.905 1.467
F 4.011 -0.247 2.058
F 5.423 -1.183 3.757
F 3.276 -1.837 3.700
F 4.856 -3.298 2.988
P -1.094 3.524 -3.713
F 0.086 3.593 -2.620
F -0.221 2.458 -4.598
F -1.835 2.280 -2.986
F -2.233 3.622 -4.815
F -2.000 4.527 -2.827
F -0.152 4.581 -4.434
P -5.532 4.731 0.625
F -5.667 6.284 1.352
F -4.185 5.086 -0.195
F -4.798 4.103 1.901
F -5.465 3.190 -0.001
F -6.924 4.300 1.359
F -6.367 5.166 -0.699
P 1.520 5.846 3.535
F 1.802 4.227 3.584
F 0.106 5.580 2.801
F 0.707 5.716 4.949
F 1.181 7.403 3.412
F 2.909 6.087 4.331
F 2.361 5.935 2.108
P 3.942 0.351 -2.468
F 3.934 0.821 -4.015
F 3.390 1.859 -2.037
F 2.388 -0.182 -2.675
F 3.963 -0.126 -0.919
F 4.629 -1.079 -2.878
F 5.471 0.964 -2.339
```

=====

Entry 8:
The following is a DFT calculation (wB97M-V/def2-TZVPD) of 13 unconnected molecules or ions with the total composition C43H109N3O26 in a non-equilibrium geometry.

The lowest unoccupied orbital energy comes out at -0.170 eV. The calculation puts the HOMO energy at -9.13 eV. Its gap between HOMO and LUMO is 9.0 eV.

Geometry as XYZ:
```
181
C43H109N3O26 wB97M-V/def2-TZVPD
C 3.267 1.111 1.618
N 4.075 0.008 2.092
O 4.532 -0.792 1.319
O 4.412 0.109 3.247
H 2.664 1.403 2.478
H 2.687 0.796 0.751
H 3.890 1.896 1.191
C 0.757 -2.421 5.606
N 0.606 -1.967 4.202
O 0.452 -2.861 3.384
O 0.819 -0.800 4.048
H -0.235 -2.636 6.002
H 1.203 -1.622 6.198
H 1.375 -3.318 5.627
C -3.482 -0.527 -1.443
N -3.292 -0.208 -2.894
O -2.283 0.375 -3.235
O -4.183 -0.462 -3.641
H -2.562 -0.870 -0.969
H -4.240 -1.308 -1.504
H -3.866 0.422 -1.070
C -8.749 5.430 5.696
O -7.640 4.481 5.733
C -6.426 4.969 5.285
C -5.372 3.885 5.125
O -5.633 3.147 3.966
C -4.751 2.047 3.822
H -8.483 6.236 6.381
H -9.652 4.907 6.009
H -8.962 5.720 4.667
H -6.089 5.748 5.970
H -6.555 5.544 4.368
H -5.330 3.265 6.021
H -4.388 4.352 5.159
H -3.739 2.446 3.745
H -5.026 1.505 2.918
H -4.735 1.325 4.638
C -0.292 3.425 1.522
O 0.208 4.493 2.267
C 1.620 4.523 2.171
C 2.255 4.789 0.796
O 2.429 3.502 0.111
C 3.049 3.654 -1.092
H -1.364 3.246 1.611
H 0.156 2.489 1.854
H -0.156 3.443 0.441
H 2.141 3.711 2.678
H 1.848 5.346 2.849
H 3.185 5.338 0.941
H 1.648 5.470 0.198
H 4.005 4.151 -0.928
H 2.619 4.304 -1.855
H 3.111 2.687 -1.590
C -6.548 1.219 0.212
O -5.662 0.241 0.761
C -6.277 -1.021 1.207
C -5.167 -2.015 1.672
O -4.367 -2.501 0.591
C -3.462 -3.475 1.128
H -6.980 0.917 -0.742
H -5.969 2.128 0.050
H -7.347 1.430 0.923
H -6.863 -1.533 0.444
H -6.901 -0.772 2.066
H -5.589 -2.818 2.276
H -4.612 -1.397 2.378
H -4.008 -4.308 1.570
H -2.761 -3.052 1.848
H -2.898 -3.782 0.247
C -4.886 4.804 8.953
O -4.106 4.719 7.744
C -2.720 4.596 8.153
C -1.790 4.411 6.939
O -1.918 3.151 6.293
C -1.222 3.177 5.030
H -4.840 3.872 9.515
H -5.897 5.124 8.702
H -4.563 5.608 9.615
H -2.484 3.739 8.784
H -2.559 5.548 8.658
H -0.768 4.691 7.194
H -2.115 5.154 6.211
H -1.698 3.887 4.354
H -1.221 2.164 4.627
H -0.187 3.500 5.146
C 4.875 -3.371 -3.658
O 5.662 -3.721 -2.533
C 5.520 -2.915 -1.333
C 6.304 -3.664 -0.294
O 5.704 -4.974 -0.144
C 6.013 -5.543 1.091
H 5.139 -2.348 -3.926
H 3.795 -3.480 -3.561
H 5.088 -4.014 -4.512
H 4.502 -2.699 -1.009
H 6.072 -2.005 -1.570
H 6.262 -3.155 0.669
H 7.371 -3.677 -0.518
H 5.544 -6.525 1.155
H 5.771 -4.839 1.886
H 7.077 -5.713 1.260
C 8.264 -2.222 -8.688
O 8.200 -1.474 -7.485
C 7.755 -0.177 -7.663
C 7.687 0.500 -6.271
O 6.579 0.136 -5.559
C 6.722 -0.048 -4.105
H 9.017 -1.863 -9.390
H 7.293 -2.231 -9.184
H 8.640 -3.198 -8.380
H 6.799 -0.214 -8.186
H 8.435 0.264 -8.392
H 7.545 1.571 -6.410
H 8.676 0.238 -5.895
H 5.751 -0.297 -3.677
H 7.022 0.836 -3.543
H 7.433 -0.830 -3.838
C -2.491 -6.797 -4.988
O -2.413 -5.387 -5.382
C -2.725 -4.540 -4.266
C -2.168 -3.096 -4.546
O -0.689 -3.121 -4.721
C -0.118 -1.849 -4.917
H -2.118 -7.297 -5.882
H -3.447 -7.258 -4.743
H -1.749 -6.964 -4.206
H -2.190 -4.967 -3.417
H -3.800 -4.550 -4.084
H -2.399 -2.414 -3.728
H -2.763 -2.696 -5.366
H -0.580 -1.187 -5.650
H 0.931 -1.936 -5.199
H -0.183 -1.433 -3.912
C -1.756 0.195 2.027
O -1.244 0.277 0.709
C 0.066 -0.345 0.643
C 0.672 -0.382 -0.777
O 1.939 -0.943 -0.824
C 2.616 -0.634 -1.990
H -2.253 -0.742 2.279
H -2.462 1.022 2.099
H -1.067 0.490 2.819
H 0.015 -1.371 1.008
H 0.700 0.215 1.331
H 0.537 0.547 -1.331
H 0.068 -1.070 -1.369
H 2.344 -1.322 -2.791
H 3.704 -0.574 -1.943
H 2.432 0.372 -2.368
C 0.947 6.357 -3.399
O -0.339 5.758 -3.472
C -0.430 4.371 -3.066
C -1.862 3.873 -2.769
O -2.345 4.428 -1.511
C -3.061 3.614 -0.623
H 0.726 7.395 -3.644
H 1.630 5.957 -4.149
H 1.400 6.318 -2.409
H 0.132 4.304 -2.134
H -0.014 3.785 -3.886
H -1.879 2.783 -2.757
H -2.632 4.214 -3.460
H -3.435 4.203 0.214
H -2.408 2.830 -0.240
H -3.916 3.175 -1.136
C 0.232 -4.617 0.259
O 0.916 -5.569 -0.419
C 2.010 -5.087 -1.182
C 2.858 -6.153 -1.905
O 2.078 -6.896 -2.852
C 1.394 -7.955 -2.292
H 0.791 -4.149 1.070
H -0.618 -5.044 0.790
H -0.147 -3.825 -0.386
H 2.654 -4.424 -0.605
H 1.721 -4.374 -1.954
H 3.288 -6.846 -1.181
H 3.712 -5.609 -2.308
H 0.638 -7.574 -1.604
H 2.070 -8.666 -1.818
H 0.823 -8.481 -3.058
```